{"formula": "C13H22NaO3PTe", "method": "the ωB97M-V functional and the def2-TZVPD basis", "symbols": ["Na", "C", "C", "C", "C", "C", "C", "C", "C", "C", "H", "H", "H", "H", "H", "H", "H", "H", "H", "H", "H", "H", "C", "C", "O", "P", "O", "Te", "O", "C", "C", "H", "H", "H", "H", "H", "H", "H", "H", "H", "H"], "xyz": [[8.16, 8.16, 8.39], [4.75, 7.55, 8.68], [5.78, 7.44, 7.62], [6.49, 6.21, 7.39], [7.53, 6.16, 6.48], [8.21, 4.85, 6.10], [7.79, 7.32, 5.73], [7.09, 8.50, 5.90], [7.37, 9.71, 5.03], [6.00, 8.52, 6.80], [4.10, 6.69, 8.87], [4.09, 8.46, 8.53], [5.11, 7.73, 9.68], [6.25, 5.38, 7.97], [8.09, 4.10, 6.92], [9.31, 5.12, 5.95], [7.67, 4.53, 5.15], [8.63, 7.35, 5.01], [8.24, 10.25, 5.55], [6.61, 10.45, 4.98], [7.69, 9.41, 4.09], [5.54, 9.50, 6.98], [6.72, 8.37, 13.50], [7.75, 9.52, 13.62], [8.43, 9.74, 12.30], [7.82, 9.70, 10.82], [7.46, 8.31, 10.39], [9.40, 10.66, 9.42], [6.47, 10.57, 10.89], [6.42, 11.98, 11.08], [5.69, 12.60, 9.97], [6.39, 8.16, 14.50], [7.15, 7.54, 12.91], [5.79, 8.62, 12.82], [8.47, 9.27, 14.32], [7.24, 10.44, 13.83], [7.49, 12.40, 11.17], [6.03, 12.07, 12.07], [6.18, 12.43, 9.05], [5.60, 13.66, 10.03], [4.69, 12.25, 9.77]], "total_charge": 0, "lumo_ev": 0.127}

=====

{"formula": "C13H23BClN2O4S2", "method": "the ωB97M-V functional and the def2-TZVPD basis", "symbols": ["C", "B", "O", "C", "C", "C", "C", "N", "S", "C", "C", "C", "C", "C", "S", "O", "O", "Cl", "H", "H", "H", "H", "H", "H", "H", "H", "H", "H", "H", "H", "H", "H", "H", "H", "C", "C", "O", "N", "C", "H", "H", "H", "H", "H", "H", "H"], "xyz": [[-3.21, 0.52, 0.48], [-3.28, -0.95, -0.04], [-4.19, -1.83, 0.51], [-2.39, -1.59, -1.21], [-3.07, -2.24, -2.23], [-2.40, -2.84, -3.28], [-1.03, -2.78, -3.29], [-0.35, -2.14, -2.31], [1.39, -2.06, -2.42], [-0.99, -1.55, -1.27], [-0.16, -0.91, -0.21], [0.57, -1.93, 0.72], [2.10, -1.76, 0.82], [2.52, -0.30, 0.89], [3.97, 0.05, -0.10], [3.60, 0.89, -1.19], [4.69, -1.15, -0.41], [5.11, 1.16, 1.16], [-3.43, 0.51, 1.54], [-2.30, 1.07, 0.27], [-4.04, 1.07, 0.02], [-5.09, -1.51, 0.33], [-4.15, -2.27, -2.18], [-2.95, -3.33, -4.06], [-0.47, -3.25, -4.08], [1.47, -2.32, -3.73], [-0.77, -0.28, 0.41], [0.54, -0.23, -0.71], [0.13, -1.93, 1.71], [0.39, -2.93, 0.33], [2.60, -2.31, 0.03], [2.42, -2.25, 1.73], [1.76, 0.41, 0.61], [2.81, -0.05, 1.91], [-0.57, 3.79, 2.44], [-0.25, 2.99, 1.21], [-1.10, 2.39, 0.57], [1.05, 2.94, 0.81], [2.24, 3.53, 1.41], [-1.64, 3.73, 2.63], [-0.04, 3.40, 3.31], [-0.30, 4.84, 2.30], [1.18, 2.39, -0.03], [2.72, 4.19, 0.69], [2.91, 2.71, 1.65], [2.01, 4.10, 2.31]], "total_charge": 1, "relative_energy_kj_mol": 0.0, "lumo_ev": -3.989}

=====

{"formula": "C13H23BN6SiSn", "method": "the ωB97M-V functional and the def2-TZVPD basis", "symbols": ["C", "N", "N", "C", "C", "B", "N", "N", "C", "C", "C", "Sn", "N", "N", "C", "C", "C", "H", "H", "H", "H", "H", "H", "H", "H", "H", "H", "H", "C", "H", "H", "H", "C", "Si", "C", "C", "H", "H", "H", "H", "H", "H", "H", "H", "H"], "xyz": [[0.41, 2.92, 0.07], [0.64, 1.64, -0.41], [0.68, 1.70, -1.78], [0.61, 2.99, -2.20], [0.42, 3.82, -1.05], [0.95, 0.33, -2.59], [2.02, -0.66, -1.92], [2.16, -0.88, -0.56], [3.19, -1.76, -0.36], [3.80, -1.96, -1.62], [3.03, -1.27, -2.55], [0.38, -0.25, 0.65], [-0.36, -0.52, -2.50], [-0.92, -0.99, -1.31], [-2.06, -1.67, -1.68], [-2.23, -1.59, -3.10], [-1.11, -0.88, -3.56], [-2.80, -2.18, -1.11], [-0.84, -0.60, -4.56], [-3.02, -1.93, -3.70], [1.25, 0.53, -3.77], [3.16, -1.15, -3.63], [0.75, 3.17, -3.30], [4.68, -2.53, -1.82], [0.28, 4.90, -0.93], [3.52, -2.20, 0.57], [0.27, 3.08, 1.12], [-0.19, -2.54, 0.81], [0.46, -2.40, 1.72], [1.18, -3.15, 1.43], [1.20, -1.71, 2.26], [-0.37, -2.73, 2.38], [-2.02, -0.81, 3.45], [-1.18, 0.62, 2.55], [-2.50, 1.58, 1.62], [-0.22, 1.60, 3.82], [-2.58, -1.49, 2.79], [-2.76, -0.31, 4.10], [-1.33, -1.40, 4.07], [-3.22, 1.89, 2.39], [-2.12, 2.47, 1.09], [-3.03, 0.96, 0.88], [-0.98, 1.95, 4.54], [0.49, 0.96, 4.36], [0.30, 2.47, 3.39]], "total_charge": 4, "lumo_ev": [-17.510, -17.817]}

=====

{"formula": "C13H23BeBr2ClF5LiNO6S", "method": "the ωB97M-V functional and the def2-TZVPD basis", "symbols": ["C", "C", "C", "F", "N", "C", "C", "O", "Br", "S", "O", "O", "F", "H", "H", "H", "H", "H", "H", "H", "H", "Be", "C", "C", "O", "C", "O", "C", "F", "F", "F", "H", "H", "H", "H", "H", "C", "C", "O", "C", "C", "H", "H", "H", "H", "H", "H", "H", "H", "H", "H", "Cl", "Br", "Li"], "xyz": [[-3.21, 4.04, -2.89], [-3.68, 3.02, -1.70], [-2.98, 1.52, -1.78], [-3.44, 0.73, -2.97], [-1.47, 1.53, -1.61], [-0.74, 0.98, -2.82], [-0.79, 2.01, -4.14], [-1.63, 1.73, -5.17], [0.38, 3.66, -4.12], [-1.04, 0.65, -0.14], [0.51, 0.52, 0.06], [-1.60, -0.79, -0.07], [-1.57, 1.66, 1.18], [-3.13, 3.57, -3.96], [-2.18, 4.53, -2.61], [-3.99, 4.94, -2.94], [-4.85, 2.86, -1.76], [-3.37, 3.52, -0.67], [-3.41, 0.92, -0.84], [-1.03, -0.12, -3.11], [0.42, 0.95, -2.51], [-1.82, -0.08, 2.07], [3.42, -3.67, -3.47], [3.83, -2.95, -4.75], [3.41, -1.58, -4.71], [4.21, -0.72, -4.02], [5.24, -1.06, -3.44], [3.68, 0.71, -4.10], [2.33, 0.78, -3.89], [3.90, 1.27, -5.33], [4.25, 1.55, -3.19], [2.35, -3.56, -3.29], [3.67, -4.73, -3.53], [3.93, -3.24, -2.60], [3.32, -3.42, -5.60], [4.91, -3.03, -4.93], [1.16, -0.85, 5.28], [0.06, -0.20, 6.09], [-1.21, -0.84, 5.94], [-1.28, -2.20, 6.33], [-0.94, -2.43, 7.79], [0.90, -0.87, 4.21], [2.10, -0.30, 5.40], [1.34, -1.89, 5.58], [-0.07, 0.83, 5.74], [0.33, -0.14, 7.14], [-0.65, -2.82, 5.67], [-2.32, -2.53, 6.15], [0.09, -2.13, 8.02], [-1.05, -3.49, 8.05], [-1.60, -1.85, 8.44], [1.42, -2.65, -4.27], [-4.47, 4.48, 0.74], [-1.65, 1.18, 7.09]], "total_charge": 1, "lumo_ev": -7.603}

=====

The records above yield max |F| values of 4.90; 1.26; 4.66; 9.98 eV/Å, respectively.